# C46H60N3O4PRbSbSi2

A molecular structure, C46H60N3O4PRbSbSi2 in a non-equilibrium geometry (the ωB97M-V functional and the def2-TZVPD basis, the Open Molecules 2025 dataset).

Values from the calculation:
relative energy (zero: lowest compared OMol25 entry of this formula, charge and spin): 0.00 kcal/mol
orbital gap (alpha / beta): 5.28 / 5.27 eV
net charge: -2
lowest unoccupied orbital energy (alpha / beta): 0.143 / 0.143 hartree

Last column: Mulliken charge in e.
Geometry (Å):
Rb1 1.424493 0.603730 0.456365  0.32
O1 4.769337 1.748931 4.315401  -0.74
C1 4.265872 2.941676 4.002155  0.36
C2 4.993501 4.081641 4.335063  -0.65
C3 4.518151 5.350274 4.038747  -0.38
C4 3.289230 5.492821 3.386540  -0.69
C5 2.553700 4.365784 3.068621  -0.78
C6 3.017124 3.093165 3.381033  0.29
C7 2.115018 1.940186 3.110295  0.32
O2 0.948847 2.170813 2.739885  -0.59
N1 2.677945 0.746754 3.290222  -0.19
N2 1.832533 -0.339195 3.246332  -0.30
C8 2.255634 -1.395443 2.671851  -1.17
C9 3.585427 -1.628065 2.010227  1.05
C10 4.786109 -1.678357 2.725928  -0.43
C11 6.001374 -1.958219 2.110068  -0.84
C12 6.059216 -2.095956 0.714782  -0.53
C13 4.897654 -2.002408 -0.007016  -0.86
C14 3.626179 -1.826502 0.593165  -0.23
O3 2.564120 -1.808993 -0.146027  0.20
H1 4.097054 1.082956 3.944693  0.52
H2 5.967219 3.923382 4.792154  0.37
H3 5.093157 6.242043 4.267493  0.33
H4 2.914652 6.485035 3.135114  0.42
H5 1.596189 4.433782 2.573568  0.67
H6 1.566362 -2.223112 2.696600  0.48
H7 4.740251 -1.513414 3.797065  0.43
H8 6.896275 -2.015466 2.712140  0.33
H9 7.009552 -2.221861 0.204597  0.40
H10 4.882124 -2.089742 -1.094539  0.26
N3 -1.130739 -0.843952 2.940252  0.12
C15 -2.465421 -1.115693 2.701595  0.03
C16 -3.366093 -1.118313 3.778387  -0.36
C17 -4.683556 -1.450892 3.579601  -0.75
C18 -5.147886 -1.800007 2.317896  -0.85
C19 -4.256621 -1.809012 1.255010  -0.42
C20 -2.915217 -1.499684 1.432768  0.66
P1 -1.584702 -1.746317 0.174118  1.67
C21 -1.060415 -3.425797 0.740533  0.24
C22 -1.960687 -4.398129 1.169450  -0.37
C23 -1.506592 -5.632360 1.605447  -0.74
C24 -0.140014 -5.873821 1.678145  -0.70
C25 0.759954 -4.914785 1.285065  -1.36
C26 0.307629 -3.697003 0.799621  -0.11
C27 -2.601040 -2.159935 -1.290772  1.15
C28 -3.321102 -1.126196 -1.907381  -0.31
C29 -4.193881 -1.404080 -2.943436  -0.67
C30 -4.341519 -2.704184 -3.433978  -0.72
C31 -3.593362 -3.722896 -2.857538  -0.58
C32 -2.738061 -3.448261 -1.805581  -0.94
H11 -0.862863 -0.333923 3.768541  0.37
H12 -0.564638 -0.544876 2.167296  -0.62
H13 -3.008555 -0.797771 4.757853  0.35
H14 -5.348148 -1.470604 4.432645  0.33
H15 -6.193012 -2.057414 2.169192  0.38
H16 -4.616224 -2.096453 0.276351  0.37
H17 -3.023735 -4.173543 1.171746  0.52
H18 -2.222172 -6.393500 1.915710  0.41
H19 0.222097 -6.820886 2.077319  0.34
H20 1.820128 -5.095026 1.360572  0.56
H21 1.029157 -2.941790 0.482276  1.01
H22 -3.156734 -0.090065 -1.581194  -0.02
H23 -4.766930 -0.597367 -3.393474  0.41
H24 -5.023748 -2.913477 -4.251902  0.32
H25 -3.652637 -4.735639 -3.226309  0.37
H26 -2.177164 -4.265714 -1.378936  0.31
O4 -0.180261 1.890173 -1.570498  -1.00
C33 -1.199465 1.725812 -0.831224  -0.89
C34 -3.994509 1.943021 1.095568  -0.36
Si1 -3.038763 3.304893 0.257806  0.16
C35 -3.834508 3.567281 -1.407207  -1.08
C36 -3.374109 4.840158 1.274213  -1.27
C37 -1.260110 2.941131 0.113116  1.98
Si2 0.011786 4.032092 -0.703466  1.19
C38 1.880877 3.747728 -0.716671  -0.81
C39 -0.452952 4.529069 -2.460305  -1.15
C40 -0.145130 5.677357 0.262006  -1.38
H27 -5.056652 2.188396 1.173218  0.44
H28 -3.592883 1.763063 2.110111  0.14
H29 -3.910908 0.982078 0.545668  -0.24
H30 -4.925089 3.563425 -1.349645  0.44
H31 -3.494896 2.781945 -2.105596  0.21
H32 -3.510978 4.529361 -1.819226  0.28
H33 -4.415260 4.963155 1.589717  0.34
H34 -3.062472 5.719864 0.699587  0.29
H35 -2.731650 4.801488 2.157766  0.32
H36 -0.904347 2.639590 1.117334  -0.06
H37 2.159441 2.932559 -1.389284  0.14
H38 2.256672 3.547916 0.305764  0.10
H39 2.359148 4.685338 -1.046843  0.36
H40 -0.467282 3.667313 -3.134380  0.18
H41 0.204531 5.312671 -2.855335  0.36
H42 -1.487775 4.953224 -2.467281  0.18
H43 -0.143516 5.451841 1.336628  0.29
H44 -1.124079 6.140683 0.048299  0.27
H45 0.638073 6.422203 0.058694  0.39
C41 3.167366 -2.178018 -4.465784  -1.24
C42 2.716801 -1.009554 -3.619192  -0.84
Sb1 0.905201 -1.160220 -2.481663  0.10
C43 0.768404 -3.318919 -2.512555  0.39
C44 0.192109 -4.023037 -3.712180  -1.46
C45 -0.470752 -0.774937 -4.096793  0.10
C46 -0.044823 -0.970004 -5.540452  -1.20
H46 4.165905 -1.998300 -4.920033  0.35
H47 2.494379 -2.403733 -5.294135  0.23
H48 3.265078 -3.100981 -3.869419  0.22
H49 2.629262 -0.115428 -4.249619  0.46
H50 3.477095 -0.789511 -2.868127  0.52
H51 0.161985 -3.593649 -1.649607  -0.56
H52 1.771333 -3.690213 -2.269936  0.54
H53 -0.782548 -3.616546 -4.028537  0.19
H54 0.031475 -5.089335 -3.503220  0.39
H55 0.857085 -3.947232 -4.590003  0.29
H56 -0.776214 0.278972 -3.952610  0.19
H57 -1.369589 -1.384856 -3.878389  -0.14
H58 0.830839 -0.359355 -5.799333  0.28
H59 -0.860415 -0.681389 -6.216877  0.40
H60 0.207341 -2.005471 -5.809445  0.19

Force components x, y, z for each atom (eV/Å):
Rb 0.0065 0.2545 -0.2277
O 0.2303 -0.1307 0.0384
C -0.1517 0.2560 0.0593
C 0.4854 0.3191 0.0309
C -0.3344 -0.1658 -0.3135
C 0.1430 0.3627 0.0801
C 0.2100 0.0186 0.1139
C 0.0190 0.1047 0.0508
C -0.2036 -0.4121 0.3744
O -0.5982 -0.0308 -0.2974
N 0.6983 0.0507 -0.0444
N -0.4535 0.1998 0.0272
C 0.9997 -0.1502 0.0702
C 0.2191 0.1266 -0.1809
C -0.3909 -0.1515 -0.2023
C 0.0885 0.1561 -0.0066
C -0.1121 0.2218 0.5854
C -0.0537 -0.2119 -0.5398
C -0.3807 -0.0006 -0.0054
O 0.0936 -0.0201 0.2212
H -0.0744 -0.1599 -0.0241
H -0.1197 0.1175 0.0416
H 0.0813 -0.1401 0.1046
H 0.0698 -0.2168 0.0344
H -0.0825 0.0187 0.0205
H -0.3142 -0.2499 -0.0551
H 0.1078 -0.0154 0.0287
H 0.1310 0.0264 0.0225
H -0.0169 -0.0969 0.0801
H 0.1126 -0.0167 0.1816
N -0.2697 -0.0546 0.0815
C 0.4211 0.1594 0.6358
C 0.3489 0.4340 -0.0300
C -0.2103 -0.2069 0.1271
C -0.1843 0.0815 -0.0418
C -0.1286 -0.1227 0.1207
C 0.2571 -0.1995 -0.3645
P -0.0314 -0.0476 0.1494
C 0.1520 0.0678 0.1107
C -0.1238 -0.0723 0.0127
C -0.2340 -0.0197 0.1201
C -0.1888 -0.7354 0.3182
C 0.1733 0.2884 -0.1285
C -0.1668 0.3377 -0.0366
C -0.2837 0.0229 -0.1843
C 0.2298 0.2972 0.2591
C -0.2418 -0.1444 -0.3973
C 0.1013 0.1450 0.2607
C -0.1145 0.2531 -0.2961
C 0.1400 0.0483 0.2460
H -0.1199 -0.0769 0.0153
H 0.0133 -0.0274 -0.1650
H -0.0767 -0.1815 -0.1691
H -0.1429 0.0775 0.0279
H 0.1334 0.0284 -0.0229
H 0.0390 -0.0062 -0.1029
H 0.0655 -0.0951 -0.0349
H 0.1617 0.1333 -0.0110
H -0.0895 0.1042 -0.1183
H 0.2019 -0.0173 -0.0163
H -0.0753 -0.1103 -0.0042
H -0.0348 -0.3530 0.0040
H 0.1121 -0.0428 0.0431
H 0.0500 0.0371 0.0533
H -0.0811 -0.1263 -0.0977
H 0.0760 -0.0373 0.0839
O -0.3662 -0.2178 0.0798
C 0.2581 -0.4692 -0.2970
C 0.2805 -0.9419 0.1507
Si -0.9217 0.1632 0.2755
C 0.2835 -0.0247 -0.6490
C 0.2496 0.3913 0.0345
C 0.5191 -0.4317 0.2068
Si 0.2342 0.8000 -0.5837
C 0.1141 0.0163 0.6498
C -0.9924 0.3755 -0.2562
C -0.1578 0.1575 0.1111
H -0.0088 0.0838 0.0639
H -0.2307 0.0130 -0.2980
H -0.0013 0.5445 0.2985
H -0.0113 -0.0352 0.0111
H -0.2145 0.2367 0.2045
H -0.1256 -0.0613 -0.0499
H 0.0758 -0.0682 -0.0713
H -0.1764 -0.0022 0.1682
H -0.0975 0.0864 0.1165
H -0.1248 -0.0285 -0.0973
H 0.0479 0.1150 0.0466
H 0.0001 0.0173 -0.3987
H -0.0954 -0.2872 0.0588
H 0.1496 0.2084 0.0552
H 0.0294 -0.0956 0.0447
H 0.6727 -0.2064 -0.0116
H 0.0712 0.1444 -0.0620
H 0.3586 -0.0712 0.0190
H -0.1024 -0.1596 0.0121
C 0.6774 -0.6481 -0.2018
C 0.3193 0.3965 -0.2565
Sb -0.2605 -0.1409 0.0148
C 0.0581 -0.1695 0.4465
C -0.1171 -0.1006 -0.9660
C -0.6344 0.1185 -0.0233
C 0.0946 -0.1177 -0.5082
H -0.3827 -0.0218 0.2164
H -0.1192 0.0778 0.0527
H -0.0614 0.2971 -0.1640
H -0.0265 -0.0135 0.1451
H 0.0460 0.0266 0.0177
H 0.0489 0.1438 0.0495
H -0.0933 0.0916 -0.0398
H 0.2725 -0.0490 0.1891
H 0.0500 0.0387 -0.0666
H -0.2053 -0.1008 0.2677
H 0.0911 -0.4255 0.0639
H 0.3352 0.2749 -0.0857
H -0.1624 -0.0597 0.0594
H 0.1037 0.0774 -0.0394
H -0.0403 0.1495 0.2793